A molecular structure, C21H45MoOP3Se, computed with ωB97M-V/def2-TZVPD.

```
72
Properties=species:S:1:pos:R:3
Mo 0.16 -1.06 0.06
P -2.22 -1.62 0.25
P 0.50 -0.06 2.12
P 0.04 -0.23 -2.05
H 6.14 1.08 0.89
C 5.65 1.70 0.11
C 4.32 1.80 -0.14
H 3.55 1.40 0.56
C -2.59 -3.43 0.12
C -3.16 -1.19 1.77
C -3.46 -1.02 -0.97
C 2.09 0.50 2.79
C -0.67 1.20 2.69
C 0.29 -1.51 3.26
C 1.58 0.38 -2.79
C -1.16 0.99 -2.65
C -0.26 -1.70 -3.13
H 6.42 2.33 -0.38
H 3.94 2.43 -0.96
H -3.66 -3.63 0.25
H -2.04 -4.00 0.88
H -2.29 -3.81 -0.86
H -4.08 -1.79 1.85
H -3.47 -0.13 1.75
H -2.58 -1.36 2.69
H -4.36 -1.66 -0.93
H -3.08 -1.04 -2.00
H -3.77 0.00 -0.73
H 2.16 0.24 3.85
H 2.17 1.58 2.67
H 2.91 0.02 2.25
H -0.60 1.39 3.77
H -1.71 0.96 2.46
H -0.44 2.13 2.15
H 0.75 -1.26 4.22
H 0.79 -2.40 2.85
H -0.75 -1.77 3.44
H 1.55 0.12 -3.85
H 2.44 -0.08 -2.29
H 1.61 1.47 -2.64
H -1.62 0.65 -3.58
H -0.59 1.93 -2.82
H -1.95 1.20 -1.91
H 0.17 -1.45 -4.11
H -1.35 -1.91 -3.24
H 0.24 -2.60 -2.71
C 2.91 -3.05 -0.34
C 3.49 -1.78 -0.29
C 4.58 -1.50 -1.13
C 5.21 -2.54 -1.84
C 4.72 -3.84 -1.71
C 3.56 -4.14 -0.97
Se 1.10 -3.32 0.28
H 1.07 0.40 0.22
H 3.08 -1.02 0.37
H 4.95 -0.48 -1.25
H 6.08 -2.35 -2.49
H 5.26 -4.64 -2.19
H 3.17 -5.17 -0.88
C -3.92 4.44 1.34
C -2.99 4.53 0.10
C -2.94 3.11 -0.47
O -3.76 2.24 0.35
C -4.45 3.01 1.36
H -3.35 4.69 2.24
H -4.73 5.16 1.19
H -2.01 4.97 0.33
H -3.50 5.18 -0.61
H -3.35 3.09 -1.50
H -1.92 2.71 -0.53
H -4.29 2.50 2.33
H -5.55 2.99 1.12
```

Computed properties:
LUMO (spin up / spin down) in eV: -13.649 / -15.771
HOMO (spin up / spin down) in eV: -19.1 / -19.1
Multiplicity: 3
Net charge: +4
Total energy in Eh: -4394.3594

Formally, the Löwdin partial charges of the atoms, in units of the elementary charge, are as follows: 0.42, 0.75, 0.67, 0.66, 0.07, -0.03, -0.10, 0.00, -0.22, -0.24, -0.23, -0.21, -0.21, -0.21, -0.21, -0.21, -0.20, 0.08, 0.06, 0.08, 0.05, 0.06, 0.09, 0.03, 0.04, 0.09, 0.04, 0.03, 0.08, 0.07, 0.04, 0.10, 0.01, 0.06, 0.08, 0.00, 0.04, 0.08, 0.03, 0.06, 0.09, 0.07, 0.00, 0.08, 0.06, 0.04, -0.52, -0.11, 0.00, 0.07, 0.02, -0.02, 0.87, 0.01, 0.06, 0.10, 0.16, 0.14, 0.15, -0.10, -0.10, -0.10, 0.07, -0.06, 0.14, 0.14, 0.14, 0.14, 0.18, 0.13, 0.17, 0.21